# 1
Entry from the Open Molecules 2025 dataset: C5H11O4Pb as an isolated structure in a non-equilibrium geometry (ωB97M-V with the def2-TZVPD basis set).

**Electronic energy**: -18793.2090 eV
**LUMO level (alpha / beta)**: 0.46 / -0.83 eV
**Energy above the lowest of the compared OMol25 structures with the same formula, charge and spin**: 97.3 kJ/mol
**HOMO (alpha / beta)**: -7.3 / -7.4 eV
**Kohn-Sham gap (alpha / beta)**: 0.28622 / 0.23999 hartree

Structure (ORCA input):
```
! wB97M-V def2-TZVPD RIJCOSX def2/J DEFGRID3
* xyz 0 2
O 0.45 1.24 1.41
Pb 0.73 -0.55 0.47
O -0.25 -1.79 1.58
C -1.51 -1.40 2.00
C -2.11 -0.31 1.12
O -1.39 -0.28 -0.07
C -1.74 -0.21 -1.43
C -0.61 0.57 -2.06
O 0.65 0.11 -1.58
C 1.74 0.88 -2.08
H -1.42 -0.96 3.02
H -2.25 -2.22 2.06
H -0.99 1.17 1.67
H -3.18 -0.43 0.87
H -2.70 0.32 -1.57
H -1.82 -1.24 -1.79
H -0.71 1.62 -1.72
H -0.65 0.49 -3.15
H 2.67 0.54 -1.63
H 1.80 0.78 -3.17
H 1.62 1.95 -1.82
*
```


# 2
Entry from the Open Molecules 2025 dataset: a 7-piece molecular cluster, C32H83BClN10O9S overall in a non-equilibrium geometry (ωB97M-V with the def2-TZVPD basis set).

**Electronic energy**: -91877.3192 eV
**LUMO level**: -3.76 eV
**HOMO**: -10.5 eV
**Kohn-Sham gap**: 0.24834 hartree

Structure (ORCA input):
```
! wB97M-V def2-TZVPD RIJCOSX def2/J DEFGRID3
* xyz 1 1
C 7.11 -4.58 3.13
C 5.52 -4.91 2.72
B 4.60 -3.56 2.99
O 4.04 -3.37 4.35
N 4.44 -2.60 1.82
C 3.43 -1.67 1.82
N 2.30 -1.38 2.79
C 1.51 -0.20 2.25
N 2.29 0.09 0.95
C 2.04 1.17 -0.08
C 2.95 2.52 0.08
C 3.99 2.51 1.35
C 5.31 3.50 1.06
S 6.48 2.55 -0.08
O 5.82 1.30 -0.75
O 6.91 3.50 -1.24
Cl 8.17 1.78 0.96
N 3.38 -0.74 0.63
H 7.40 -3.47 2.81
H 7.86 -5.36 2.66
H 7.20 -4.66 4.29
H 5.40 -5.17 1.58
H 5.12 -5.73 3.45
H 3.04 -3.46 4.35
H 5.13 -2.59 1.02
H 0.56 0.36 2.66
H 0.90 1.49 0.03
H 2.14 0.71 -1.17
H 3.59 2.65 -0.92
H 2.23 3.46 0.24
H 3.39 2.90 2.31
H 4.44 1.47 1.63
H 5.88 3.60 2.10
H 4.99 4.55 0.64
H 3.99 -0.63 -0.20
C -1.01 -0.87 -1.83
C -0.92 0.37 -2.72
C -1.53 0.17 -4.12
O -0.71 -0.58 -5.02
C -0.81 -1.99 -4.88
N 0.49 0.79 -2.80
H -0.29 -1.65 -2.11
H -0.80 -0.61 -0.79
H -2.01 -1.31 -1.87
H -1.48 1.16 -2.22
H -1.64 1.16 -4.58
H -2.54 -0.26 -4.07
H -1.83 -2.30 -4.61
H -0.09 -2.34 -4.14
H -0.56 -2.45 -5.84
H 0.54 1.67 -3.31
H 0.97 0.13 -3.41
C -0.74 5.93 -0.11
C -0.18 5.38 -1.43
C -1.27 5.17 -2.51
O -2.07 4.00 -2.32
C -3.14 4.17 -1.41
N 0.56 4.14 -1.16
H -1.26 5.17 0.47
H 0.08 6.30 0.52
H -1.42 6.76 -0.29
H 0.52 6.13 -1.81
H -0.76 5.02 -3.47
H -1.90 6.06 -2.63
H -3.57 5.18 -1.45
H -2.81 3.94 -0.39
H -3.93 3.45 -1.67
H 1.00 3.83 -2.03
H -0.14 3.41 -0.97
C -1.62 -6.75 0.56
C -1.79 -5.95 -0.74
C -0.45 -5.55 -1.40
O 0.22 -4.45 -0.76
C 0.99 -4.81 0.37
N -2.62 -4.77 -0.46
H -1.31 -6.12 1.40
H -2.57 -7.22 0.84
H -0.88 -7.54 0.43
H -2.32 -6.59 -1.44
H -0.66 -5.21 -2.42
H 0.23 -6.41 -1.49
H 1.45 -5.80 0.27
H 0.37 -4.78 1.27
H 1.78 -4.07 0.49
H -2.81 -4.29 -1.35
H -2.05 -4.10 0.05
C 6.78 -10.52 3.49
C 6.61 -9.72 2.20
C 7.95 -9.32 1.54
O 8.62 -8.23 2.17
C 9.39 -8.58 3.31
N 5.78 -8.54 2.47
H 7.09 -9.89 4.33
H 5.83 -10.99 3.77
H 7.52 -11.31 3.36
H 6.08 -10.36 1.49
H 7.74 -8.98 0.52
H 8.63 -10.18 1.44
H 9.85 -9.57 3.20
H 8.77 -8.55 4.21
H 10.18 -7.84 3.43
H 5.59 -8.06 1.59
H 6.35 -7.87 2.99
C -7.41 9.26 -0.59
C -6.83 7.87 -0.36
C -5.43 7.89 0.30
O -4.36 8.23 -0.59
C -4.18 9.63 -0.78
N -6.81 7.15 -1.64
H -6.94 9.78 -1.43
H -8.48 9.20 -0.81
H -7.30 9.89 0.30
H -7.51 7.35 0.32
H -5.21 6.87 0.64
H -5.41 8.53 1.19
H -4.40 10.20 0.12
H -4.80 9.97 -1.61
H -3.14 9.80 -1.06
H -6.50 6.19 -1.47
H -6.04 7.54 -2.20
C -8.57 1.54 0.65
C -8.74 2.34 -0.64
C -7.40 2.73 -1.30
O -6.74 3.83 -0.66
C -5.96 3.47 0.47
N -9.58 3.52 -0.37
H -8.26 2.17 1.50
H -9.52 1.07 0.94
H -7.83 0.75 0.53
H -9.28 1.69 -1.34
H -7.62 3.07 -2.32
H -6.73 1.87 -1.39
H -5.50 2.49 0.36
H -6.58 3.51 1.37
H -5.17 4.22 0.59
H -9.77 3.99 -1.25
H -9.00 4.19 0.15
*
```


# 3
Entry from the Open Molecules 2025 dataset: a 3-piece molecular cluster, C3H12NO2 overall in a non-equilibrium geometry (ωB97M-V with the def2-TZVPD basis set).

**Electronic energy**: -8882.7429 eV
**LUMO level**: -3.16 eV
**Energy above the lowest of the compared OMol25 structures with the same formula, charge and spin**: 205.6 kJ/mol
**HOMO**: -14.0 eV
**Kohn-Sham gap**: 0.39760 hartree

Structure (ORCA input):
```
! wB97M-V def2-TZVPD RIJCOSX def2/J DEFGRID3
* xyz 1 1
C 1.00 3.16 0.32
C -0.09 2.11 0.32
C 0.15 0.84 0.62
N -0.69 -0.35 0.54
H 0.94 3.70 -0.59
H 0.94 3.72 1.24
H 1.94 2.65 0.12
H -1.22 2.42 0.67
H 1.17 0.53 0.94
H -0.21 -1.10 -0.15
H -0.79 -0.68 1.44
H -1.60 -0.11 0.22
H -1.35 -3.62 -1.74
H -2.77 -3.03 -1.68
O -1.81 -2.72 -1.57
H 1.78 -2.41 -0.92
H 1.33 -2.95 0.40
O 1.27 -2.15 -0.16
*
```


# 4
Entry from the Open Molecules 2025 dataset: C4H6MgO7 as an isolated structure in a non-equilibrium geometry (ωB97M-V with the def2-TZVPD basis set).

**Electronic energy**: -24023.1808 eV
**LUMO level (alpha / beta)**: 2.01 / 1.13 eV
**Energy above the lowest of the compared OMol25 structures with the same formula, charge and spin**: 171.2 kJ/mol
**HOMO (alpha / beta)**: -2.8 / -2.8 eV
**Kohn-Sham gap (alpha / beta)**: 0.17711 / 0.14495 hartree

Structure (ORCA input):
```
! wB97M-V def2-TZVPD RIJCOSX def2/J DEFGRID3
* xyz -1 2
O -2.55 2.52 -0.79
C -1.75 2.24 0.14
O -1.67 2.95 1.18
O -1.00 1.15 0.00
O 1.25 -0.73 -0.20
C 1.56 -1.98 -0.61
O 1.46 -2.96 0.11
O 2.60 -1.84 -1.47
C 0.33 -0.63 0.88
C -0.10 0.80 1.05
Mg -3.17 4.19 0.34
H 2.94 -2.72 -1.68
H 0.84 -0.97 1.80
H -0.54 -1.27 0.72
H 0.77 1.48 1.04
H -0.61 0.90 2.02
O -0.31 -2.03 -2.27
H -0.05 -1.10 -2.25
*
```